# C3H8N4

A cluster of 2 separate species, C3H8N4 in total in a non-equilibrium geometry (ωB97M-V with the def2-TZVPD basis set, OMol25).

Geometry as XYZ:
```
15
Properties=species:S:1:pos:R:3:nbo_charge:R:1
C 2.161 1.182 -0.103 0.417
C -1.798 0.111 0.338 -0.422
C 1.157 -0.954 -0.091 0.297
N 2.324 2.176 -0.598 -0.348
N 0.870 -1.959 0.618 -0.662
N 1.984 0.013 0.518 -0.662
N -1.245 1.049 -0.649 -0.843
H -1.258 0.240 1.289 0.197
H -2.940 0.189 0.434 0.180
H -1.628 -0.943 0.012 0.181
H 0.824 -0.790 -1.053 0.175
H 0.288 -2.539 0.126 0.338
H -1.918 1.806 -0.704 0.360
H 2.385 -0.224 1.427 0.443
H -1.208 0.643 -1.563 0.349
```

Charge: 0
E_HOMO in eV: -9.70
Max |F| in eV/Å: 3.9
Orbital gap in eV: 10.465
SMILES: [H]/N=C/NC#N.CN
Energy relative to the best compared isomer or geometry (same formula, charge and spin) in kcal/mol: 48.0

# C3H8N4

A structure of composition C3H8N4 in a non-equilibrium geometry (ωB97M-V with the def2-TZVPD basis set, OMol25).

Geometry as XYZ:
```
15
Properties=species:S:1:pos:R:3:nbo_charge:R:1
C -0.589 2.182 -1.356 -0.663
C 0.046 0.857 -1.090 0.118
N 1.048 0.342 -1.579 -0.481
H 1.209 -0.759 -1.025 0.348
H -0.522 0.165 -0.318 0.168
H -1.598 2.028 -1.743 0.234
H -0.677 2.743 -0.425 0.231
H 0.000 2.748 -2.074 0.233
C -0.521 -1.151 1.729 0.213
N -0.302 -1.341 0.362 -0.227
N 0.853 -1.653 -0.105 -0.385
N 0.012 -1.772 2.697 -0.611
H 1.622 -1.515 0.578 0.311
H 0.755 -2.413 2.414 0.331
H -1.335 -0.461 1.935 0.177
```

Charge: 0
E_HOMO (spin up / spin down) in eV: -8.92 / -8.92
Max |F| in eV/Å: 2.1
Orbital gap (spin up / spin down) in eV: 8.021 / 8.020
Energy relative to the best compared isomer or geometry (same formula, charge and spin) in kcal/mol: 104.7

# C3H8N4

A structure of composition C3H8N4 in a non-equilibrium geometry (ωB97M-V with the def2-TZVPD basis set, OMol25).

Geometry as XYZ:
```
15
Properties=species:S:1:pos:R:3:nbo_charge:R:1
C 1.298 1.580 -0.047 -0.423
C -0.534 -0.045 0.049 0.352
C 0.375 -1.210 -0.138 0.550
N -1.237 0.444 -1.075 -0.841
N -1.192 -1.043 0.993 -0.829
N 0.571 0.535 0.630 -0.604
N 1.110 -2.142 -0.451 -0.687
H -1.929 1.130 -0.801 0.371
H -1.618 -0.270 -1.683 0.390
H -2.199 -0.929 1.017 0.384
H -0.832 -1.006 1.941 0.393
H 1.626 -2.644 0.265 0.387
H 0.680 2.435 -0.344 0.188
H 1.792 1.212 -0.960 0.169
H 2.090 1.952 0.605 0.201
```

Charge: 0
E_HOMO in eV: -7.21
Max |F| in eV/Å: 4.7
Orbital gap in eV: 8.048
Energy relative to the best compared isomer or geometry (same formula, charge and spin) in kcal/mol: 125.5

# C3H8N4

An isolated molecule of C3H8N4 in a non-equilibrium geometry (ωB97M-V with the def2-TZVPD basis set, OMol25).

Geometry as XYZ:
```
15
Properties=species:S:1:pos:R:3:nbo_charge:R:1
C -1.262 -1.429 -0.347 -0.698
N 0.713 0.088 -0.841 -0.674
C 1.361 0.542 0.247 0.554
C -0.792 -0.025 -0.618 0.484
N 0.395 1.024 1.150 -0.928
N 2.567 0.261 0.579 -0.710
N -1.627 0.858 -1.020 -0.635
H 1.242 -0.659 -1.278 0.405
H 0.001 1.918 0.871 0.399
H -0.019 0.332 1.769 0.408
H 2.751 0.679 1.495 0.351
H -1.165 1.753 -1.186 0.339
H -2.003 -1.724 -1.092 0.250
H -0.443 -2.150 -0.375 0.218
H -1.718 -1.467 0.646 0.235
```

Charge: 0
E_HOMO in eV: -9.38
Max |F| in eV/Å: 3.4
Orbital gap in eV: 10.102
SMILES: [H]/N=C(/C)N/C(N)=N/[H]
Energy relative to the best compared isomer or geometry (same formula, charge and spin) in kcal/mol: 44.1

# C3H8N4

A cluster of 2 separate species, C3H8N4 in total in a non-equilibrium geometry (ωB97M-V with the def2-TZVPD basis set, OMol25).

Geometry as XYZ:
```
15
Properties=species:S:1:pos:R:3:mulliken_spin:R:1
C -1.149 1.329 -1.732 0.853
C 1.103 -0.547 2.184 0.011
C -0.675 0.298 -1.011 0.331
N -1.368 2.397 -2.276 0.504
N 1.680 -1.634 1.943 0.004
N 0.693 0.097 -0.690 0.193
N -1.492 -0.677 -0.462 0.154
H 1.445 0.202 2.827 0.000
H 0.305 -0.381 1.642 -0.011
H -1.426 3.280 -1.706 0.042
H 2.536 -1.909 2.344 0.000
H 1.342 0.669 -1.242 -0.019
H 0.807 -0.823 -0.383 -0.009
H -2.472 -0.668 -0.677 -0.068
H -1.328 -1.630 -0.760 0.012
```

Charge: 0
E_HOMO (spin up / spin down) in eV: -4.78 / -9.94
Multiplicity: 3
Max |F| in eV/Å: 5.0
Orbital gap (spin up / spin down) in eV: 5.709 / 9.540
Energy relative to the best compared isomer or geometry (same formula, charge and spin) in kcal/mol: 12.3

# C3H8N4

The ion C3H8N4 with charge +2 in a non-equilibrium geometry (ωB97M-V with the def2-TZVPD basis set, OMol25).

Geometry as XYZ:
```
15
Properties=species:S:1:pos:R:3:nbo_charge:R:1
C 0.614 1.068 -0.083 0.448
C -0.841 -0.420 1.224 -0.449
C -0.963 -0.341 -1.210 -0.449
N 2.089 -0.572 0.133 0.171
N 1.032 -1.082 -0.018 0.136
N 1.889 0.802 0.041 -0.260
N -0.057 -0.163 -0.044 -0.177
H 0.303 2.032 -0.368 0.320
H -1.028 -1.589 1.469 0.344
H -0.129 -0.115 2.054 0.267
H -1.812 0.045 1.142 0.287
H -1.482 -1.266 -0.981 0.287
H -1.693 0.472 -1.199 0.274
H -0.508 -0.335 -2.278 0.310
H 2.585 1.465 0.118 0.491
```

Charge: +2
E_HOMO in eV: -22.57
Max |F| in eV/Å: 4.7
Orbital gap in eV: 10.314
SMILES: C[N+]1(C)C=[NH+]N=N1
Energy relative to the best compared isomer or geometry (same formula, charge and spin) in kcal/mol: 120.1

# C3H8N4O

A cluster of 2 separate species, C3H8N4O in total in a non-equilibrium geometry (ωB97M-V with the def2-TZVPD basis set, OMol25).

Geometry as XYZ:
```
16
Properties=species:S:1:pos:R:3:nbo_charge:R:1
C 2.161 0.817 0.787 -0.452
C 0.070 0.566 -0.225 0.287
C -0.992 0.867 -1.215 0.017
H 2.480 -0.217 0.830 0.213
H 2.846 1.549 0.479 0.199
H 1.861 1.220 1.794 0.181
H -1.205 -0.864 0.494 0.419
H -0.026 -0.692 2.706 0.480
H -1.380 2.030 -1.565 0.229
H -0.993 -1.954 -1.178 0.378
H -2.558 -1.853 -1.829 0.384
N 1.265 0.986 -0.391 -0.442
N -0.450 -0.149 0.741 -0.370
N -1.874 0.009 -1.720 -0.219
N -1.807 -1.344 -1.267 -0.731
O 0.602 -0.972 1.559 -0.573
```

Charge: 0
E_HOMO in eV: -9.00
Max |F| in eV/Å: 7.5
Orbital gap in eV: 8.887
Energy relative to the best compared isomer or geometry (same formula, charge and spin) in kcal/mol: 187.0

# C3H8N4O

A structure of composition C3H8N4O in a non-equilibrium geometry (ωB97M-V with the def2-TZVPD basis set, OMol25).

Geometry as XYZ:
```
16
Properties=species:S:1:pos:R:3:nbo_charge:R:1
C 1.376 -1.602 -1.378 -0.249
C -0.847 0.382 0.652 0.385
N -0.431 2.269 -0.534 -0.656
N -0.966 1.148 1.798 -0.835
C -0.061 -1.358 0.587 0.445
O 1.130 -0.891 -0.182 -0.567
N -0.670 0.962 -0.552 -0.294
N -1.279 -0.945 0.607 -0.416
H -1.033 2.800 0.101 0.338
H -0.471 2.667 -1.470 0.362
H -0.118 1.685 1.940 0.388
H -1.192 0.585 2.608 0.387
H 0.193 -2.368 0.932 0.154
H 0.495 -2.159 -1.722 0.183
H 2.215 -2.291 -1.232 0.173
H 1.659 -0.884 -2.156 0.202
```

Charge: 0
E_HOMO (spin up / spin down) in eV: -7.41 / -7.41
Max |F| in eV/Å: 8.3
Orbital gap (spin up / spin down) in eV: 7.773 / 7.774
Energy relative to the best compared isomer or geometry (same formula, charge and spin) in kcal/mol: 120.6

# C3H8N4O

An isolated molecule of C3H8N4O in a non-equilibrium geometry (ωB97M-V with the def2-TZVPD basis set, OMol25).

Geometry as XYZ:
```
16
Properties=species:S:1:pos:R:3:nbo_charge:R:1
C 1.340 0.193 -0.091 0.430
C 0.797 -1.200 -0.304 -0.334
C -1.735 0.384 0.678 0.491
H -0.118 1.335 -1.118 0.435
H 1.296 2.053 -0.727 0.372
H 2.679 0.685 1.882 0.379
H 1.423 -2.065 -1.055 0.230
H 0.965 -1.589 0.911 0.305
H -0.889 -0.524 -1.550 0.382
H -1.920 -1.494 0.822 0.383
H -2.158 0.648 1.691 0.168
N 0.964 1.224 -0.995 -0.838
N 2.046 0.017 1.132 -0.807
N -0.538 -1.288 -0.812 -0.453
N -1.405 -0.874 0.336 -0.462
O -1.395 1.393 -0.021 -0.682
```

Charge: 0
E_HOMO in eV: -9.04
Max |F| in eV/Å: 5.0
Orbital gap in eV: 9.908
SMILES: [H]/N=C(\N)CNNC=O
Energy relative to the best compared isomer or geometry (same formula, charge and spin) in kcal/mol: 145.2

# C3H8N4O

An isolated molecule of C3H8N4O in a non-equilibrium geometry (ωB97M-V with the def2-TZVPD basis set, OMol25).

Geometry as XYZ:
```
16
Properties=species:S:1:pos:R:3:nbo_charge:R:1
C 0.123 -0.599 0.005 0.129
C 1.548 -1.080 0.208 -0.101
C -0.029 0.892 0.071 0.382
H -2.731 -1.677 0.335 0.373
H -2.240 -0.114 0.430 0.348
H 1.997 -1.012 1.231 0.190
H 1.365 -2.127 -0.029 0.197
H 2.595 0.384 -0.515 0.490
H -1.747 0.686 -0.971 0.425
H -1.211 2.395 -0.773 0.408
H 0.844 2.449 0.732 0.336
N -2.112 -0.997 -0.091 -0.661
N -0.836 -1.472 0.030 -0.210
N -1.127 1.408 -0.502 -0.836
N 1.052 1.457 0.528 -0.746
O 2.508 -0.594 -0.690 -0.724
```

Charge: 0
E_HOMO in eV: -9.28
Max |F| in eV/Å: 2.6
Orbital gap in eV: 9.993
SMILES: [H]/N=C(N)/C(CO)=N\N
Energy relative to the best compared isomer or geometry (same formula, charge and spin) in kcal/mol: 64.5

# C3H8N4P4

An isolated molecule of C3H8N4P4 in a non-equilibrium geometry (ωB97M-V with the def2-TZVPD basis set, OMol25).

Geometry as XYZ:
```
19
Properties=species:S:1:pos:R:3:mulliken_spin:R:1
C 0.011 1.937 -0.796 0.120
C 0.003 0.646 -0.273 0.284
C 0.429 3.222 -0.107 -0.002
N -0.645 1.885 -1.984 0.015
N -1.002 -1.631 -1.365 0.105
N -1.056 0.696 -2.236 0.126
N -0.765 -0.137 -1.237 0.037
P 1.359 -3.735 -0.086 0.053
P -1.183 -0.554 2.292 0.599
P -0.202 -2.206 -0.092 0.134
P 0.663 -0.508 0.951 0.513
H 1.426 2.914 0.026 0.009
H 0.322 4.130 -0.766 0.000
H 0.014 3.316 0.885 0.004
H 1.050 -4.423 -1.233 0.004
H 2.071 -2.754 -0.722 -0.006
H -0.273 -0.875 3.178 -0.019
H -1.114 0.740 2.696 -0.004
H -1.109 -2.664 0.867 0.027
```

Charge: 0
E_HOMO (spin up / spin down) in eV: -5.07 / -8.58
Multiplicity: 3
Max |F| in eV/Å: 4.0
Orbital gap (spin up / spin down) in eV: 5.287 / 4.838

# C3H8N4S

A cluster of 2 separate species, C3H8N4S in total in a non-equilibrium geometry (ωB97M-V with the def2-TZVPD basis set, OMol25).

Geometry as XYZ:
```
16
Properties=species:S:1:pos:R:3:nbo_charge:R:1
C 1.748 1.686 0.690 -0.477
C 1.131 -0.426 -0.345 0.367
C -0.338 -0.061 -0.220 0.116
H 2.312 1.732 1.574 0.220
H 1.570 2.706 0.170 0.221
H 0.741 1.628 1.371 0.175
H 0.837 -2.612 -0.833 0.415
H 2.385 -2.120 -0.139 0.405
H -0.171 1.691 -1.184 0.410
H -2.593 0.441 0.684 0.385
H -2.470 0.669 -1.399 0.330
N 1.979 0.340 0.146 -0.452
N 1.519 -1.730 -0.752 -0.841
N -0.779 1.111 -0.717 -0.393
N -2.139 1.333 -0.423 -0.689
S -1.370 -1.170 0.702 -0.191
```

Charge: 0
E_HOMO in eV: -8.55
Max |F| in eV/Å: 6.8
Orbital gap in eV: 8.547
Energy relative to the best compared isomer or geometry (same formula, charge and spin) in kcal/mol: 131.0